C44H53NO14P3STeZr as an isolated structure, computed with the ωB97M-V functional and the def2-TZVPD basis.

Last column: Löwdin charge in e.
Geometry (Å):
Zr: -0.67 1.30 -0.86  1.7675
O: -2.84 1.70 2.26  0.0707
C: -1.70 2.10 2.13  -0.5299
O: -0.91 1.54 1.22  -0.3348
C: -1.15 3.28 2.99  -0.1000
C: -1.97 3.98 3.89  -0.0303
C: -1.46 4.69 4.97  -0.0980
C: -0.11 4.84 5.17  -0.0709
C: 0.75 4.23 4.24  -0.0887
C: 0.23 3.45 3.19  -0.3164
P: 1.39 2.55 2.15  1.1211
C: 2.44 1.77 3.34  -0.3694
C: 1.83 1.04 4.39  -0.0961
C: 2.51 0.00 5.03  -0.0882
C: 3.84 -0.29 4.68  -0.1096
C: 4.48 0.53 3.78  -0.1144
C: 3.81 1.55 3.13  -0.0882
C: 2.33 3.83 1.32  -0.3441
C: 3.32 3.40 0.40  -0.1168
C: 4.00 4.31 -0.38  -0.0937
C: 3.89 5.66 -0.14  -0.1094
C: 2.91 6.11 0.73  -0.0988
C: 2.16 5.21 1.48  -0.0852
H: -3.07 3.91 3.80  0.1263
H: -2.20 5.12 5.60  0.0952
H: 0.33 5.38 6.01  0.1012
H: 1.83 4.28 4.29  0.1098
H: 0.82 1.30 4.72  0.1097
H: 1.99 -0.49 5.83  0.0916
H: 4.33 -1.14 5.10  0.0882
H: 5.54 0.34 3.53  0.1069
H: 4.39 2.20 2.46  0.0987
H: 3.43 2.31 0.25  0.1116
H: 4.61 3.94 -1.21  0.1142
H: 4.56 6.35 -0.62  0.0937
H: 2.81 7.19 0.88  0.1011
H: 1.34 5.58 2.09  0.0974
O: 2.00 0.23 -3.28  -0.2966
S: 1.33 1.42 -2.82  0.3489
O: 1.66 2.69 -3.39  -0.2899
O: -0.18 1.20 -2.85  -0.5741
O: 1.42 1.49 -1.23  -0.4949
C: 0.04 7.01 -3.82  -0.0781
C: -0.05 5.55 -3.27  -0.2246
O: -0.91 5.57 -2.08  -0.2896
P: -1.65 4.38 -1.31  0.2104
O: -0.70 3.41 -0.58  -0.5136
Te: -2.99 2.78 -2.72  0.4701
O: -2.45 5.23 -0.30  -0.2755
C: -3.51 6.23 -0.38  -0.2105
C: -2.97 7.63 -0.68  -0.0763
H: 0.81 7.05 -4.61  0.0802
H: 0.34 7.71 -3.01  0.0750
H: -0.93 7.35 -4.19  0.0636
H: 0.94 5.20 -2.96  0.1088
H: -0.51 4.87 -4.03  0.1109
H: -3.91 6.18 0.62  0.1116
H: -4.21 5.91 -1.13  0.1044
H: -2.36 7.98 0.17  0.0782
H: -3.80 8.36 -0.79  0.0783
H: -2.30 7.70 -1.58  0.0740
C: 0.16 -7.80 -3.10  -0.0604
C: -0.70 -6.67 -3.68  -0.2321
C: -0.67 -6.51 -5.08  -0.0689
C: -1.43 -5.52 -5.69  -0.0985
C: -2.21 -4.67 -4.93  -0.0322
C: -2.21 -4.79 -3.54  -0.1933
N: -2.86 -3.77 -2.84  0.0946
C: -3.37 -3.71 -1.54  -0.1959
C: -4.05 -4.84 -1.02  -0.0518
C: -4.76 -4.73 0.16  -0.1008
C: -4.83 -3.51 0.83  -0.1003
C: -4.09 -2.42 0.35  -0.0382
C: -3.49 -2.42 -0.89  -0.0537
C: -2.83 -1.19 -1.58  -0.5088
O: -3.30 -0.95 -2.70  0.0211
O: -1.76 -0.60 -1.04  -0.2213
C: -1.45 -5.80 -2.88  -0.1511
C: -1.34 -5.97 -1.37  -0.0507
H: 0.45 -8.45 -3.96  0.0738
H: -0.43 -8.45 -2.40  0.0868
H: 1.08 -7.46 -2.62  0.0778
H: -0.04 -7.13 -5.70  0.0914
H: -1.41 -5.38 -6.75  0.0937
H: -2.84 -3.88 -5.33  0.1187
H: -2.89 -2.85 -3.28  0.1238
H: -4.01 -5.76 -1.62  0.1203
H: -5.28 -5.59 0.60  0.1000
H: -5.43 -3.39 1.72  0.0897
H: -4.00 -1.55 0.99  0.1154
H: -2.02 -6.71 -0.99  0.0795
H: -1.42 -5.01 -0.85  0.0692
H: -0.36 -6.37 -1.15  0.0624
C: 3.61 -4.06 2.43  -0.0940
C: 3.63 -4.24 0.91  -0.2686
O: 2.40 -3.69 0.33  -0.3648
P: 2.06 -2.11 0.57  0.8362
O: 0.97 -1.99 -0.61  -0.3356
C: 0.63 -2.99 -1.58  -0.2648
C: 1.59 -3.09 -2.74  -0.0505
O: 1.12 -2.06 1.91  -0.3577
C: -0.07 -2.87 2.19  -0.2354
C: -0.18 -2.97 3.73  -0.0744
H: 4.59 -4.43 2.79  0.0729
H: 2.86 -4.70 2.90  0.0768
H: 3.49 -3.00 2.67  0.0508
H: 3.58 -5.26 0.50  0.1144
H: 4.48 -3.72 0.44  0.1074
H: -0.37 -2.68 -1.92  0.1074
H: 0.52 -3.92 -1.03  0.0857
H: 1.54 -2.19 -3.35  0.0633
H: 1.31 -3.94 -3.38  0.0760
H: 2.61 -3.19 -2.41  0.0654
H: 0.08 -3.87 1.75  0.1104
H: -0.93 -2.35 1.75  0.1097
H: 0.58 -3.67 4.15  0.0733
H: -1.16 -3.33 4.03  0.0626
H: -0.04 -2.02 4.25  0.0609

- HOMO (eV) = -5.12
- energy above the lowest of the compared OMol25 structures with the same formula, charge and spin (kcal/mol) = 0.00
- gap between HOMO and LUMO (hartree) = 0.2700
- total energy (eV) = -123929.6663
- charge = -1
- F_max (eV/A) = 2.819